Density functional theory data (ωB97M-V/def2-TZVPD) for C63H46CrN7OTe as an isolated structure at a distorted geometry.

2S+1: 5
Net charge: -1
LUMO energy (alpha / beta), eV: 1.26 / 1.25
HOMO (alpha / beta), eV: -2.17 / -3.71
Gap between HOMO and LUMO (alpha / beta), eV: 3.44 / 4.96

The geometry in XYZ format:
```
119
Properties=species:S:1:pos:R:3:forces:R:3
Cr -0.50834 -0.47130 -1.48182 -1.140 -0.058 -0.579
C 0.62586 5.22260 -6.37102 0.058 0.118 -0.045
C 0.35226 3.90650 -6.70932 -0.043 0.020 -0.102
C 0.27266 2.94040 -5.72472 0.004 0.014 0.027
C 0.47226 3.27080 -4.38492 0.003 0.118 -0.124
C 0.78006 4.58910 -4.06102 0.101 -0.150 -0.004
C 0.85146 5.55840 -5.04542 -0.028 0.157 -0.071
C 0.31836 2.22210 -3.36012 -0.834 0.290 0.754
C -0.64314 2.41140 -2.36422 0.768 -0.231 -0.832
C -1.45714 3.57940 -2.20352 -0.478 0.215 0.481
C -2.20784 3.38540 -1.08612 0.237 0.559 -0.606
C -1.88424 2.08380 -0.58182 -0.258 -0.783 0.409
C -2.55654 1.45590 0.47868 0.424 0.770 -0.628
C -3.62034 2.21870 1.15428 -0.075 0.053 0.026
C -3.38254 3.45650 1.74968 0.008 -0.231 0.062
C -4.41394 4.17850 2.31968 -0.116 0.179 0.086
C -5.71044 3.69090 2.29888 -0.004 0.116 0.102
C -5.95984 2.45700 1.72128 -0.109 -0.009 0.004
C -4.92974 1.73110 1.15738 -0.049 0.031 -0.033
C -2.47454 0.07580 0.74938 -0.111 -0.688 0.294
N -1.84104 -0.84550 -0.03112 -0.490 0.103 0.561
C -2.22654 -2.07420 0.42538 -0.354 0.239 0.567
C -1.83994 -3.30670 -0.12352 0.955 -0.322 -0.766
C -2.63724 -4.49910 0.22358 -0.086 -0.157 0.079
C -3.99534 -4.50750 -0.08942 -0.020 0.017 -0.053
C -4.76914 -5.63250 0.12118 -0.108 -0.053 0.013
C -4.20534 -6.77530 0.66758 -0.036 -0.028 0.048
C -2.86714 -6.76460 1.02438 -0.040 -0.220 0.062
C -2.09024 -5.64070 0.80508 0.006 0.163 0.047
C -0.78974 -3.45190 -1.02712 -0.973 0.151 0.722
C -0.33264 -4.70040 -1.55402 0.561 -0.212 -0.456
C 0.76316 -4.43130 -2.30872 -0.528 -0.585 0.353
C 0.95206 -3.01080 -2.27282 0.311 0.801 -0.263
N -0.01434 -2.43490 -1.50962 0.391 -0.369 0.019
C 1.92586 -2.33660 -3.01632 -0.446 -0.685 0.452
C 1.88736 -0.96180 -3.28452 0.062 0.438 -0.130
C 2.75766 -0.28120 -4.18732 -0.034 -0.193 0.170
C 2.25626 0.97710 -4.34132 -0.299 0.214 0.186
C 1.10996 1.07140 -3.49822 0.426 -0.075 -0.271
N 0.92136 -0.10720 -2.83962 0.542 -0.082 -0.423
C 2.93636 -3.19730 -3.66242 0.163 0.012 -0.010
C 3.77366 -3.99160 -2.87812 -0.004 0.139 -0.076
C 4.67626 -4.86080 -3.46052 0.121 -0.139 0.004
C 4.76416 -4.95360 -4.83992 0.057 -0.093 -0.020
C 3.92986 -4.18010 -5.63052 0.092 -0.035 -0.113
C 3.03096 -3.30610 -5.04792 -0.034 0.013 0.010
C -3.06054 -1.92680 1.56788 0.324 -0.316 -0.313
C -3.19404 -0.58590 1.78758 0.220 0.354 -0.094
N -0.94364 1.50800 -1.38162 0.045 0.277 0.541
H 0.66816 5.98350 -7.13812 0.026 0.044 -0.048
H 0.18706 3.63430 -7.74332 -0.020 0.000 -0.046
H 0.04326 1.91500 -5.97642 -0.033 -0.067 -0.018
H 0.97736 4.83560 -3.02862 -0.017 0.069 0.113
H 1.07806 6.58220 -4.77742 0.030 0.034 0.005
H -1.47644 4.43000 -2.86242 -0.005 0.028 -0.008
H -2.94424 4.04700 -0.66692 -0.048 0.061 -0.052
H -2.37344 3.84230 1.76368 0.073 0.076 -0.031
H -4.20664 5.12830 2.79018 0.032 0.148 0.028
H -6.51834 4.26890 2.72578 -0.034 0.020 0.068
H -6.96674 2.06390 1.70448 -0.081 -0.034 -0.035
H -5.13484 0.77610 0.69448 0.016 -0.014 -0.045
H -4.43074 -3.62280 -0.52992 -0.027 0.095 -0.050
H -5.81564 -5.62050 -0.15052 -0.065 -0.006 -0.027
H -4.80614 -7.66260 0.81818 -0.011 -0.020 0.036
H -2.42674 -7.64280 1.47738 0.051 -0.044 0.011
H -1.04774 -5.64160 1.08848 0.109 0.016 -0.004
H -0.79214 -5.65290 -1.37732 -0.059 -0.171 -0.041
H 1.34366 -5.12470 -2.88792 0.098 -0.090 -0.016
H 3.62846 -0.70430 -4.64912 0.131 -0.080 -0.109
H 2.63086 1.77070 -4.95872 0.115 0.122 -0.094
H 3.70516 -3.91950 -1.80192 -0.039 0.014 0.080
H 5.30536 -5.47990 -2.83532 0.081 -0.007 0.035
H 5.47416 -5.62860 -5.29612 0.035 -0.079 -0.035
H 3.97046 -4.27460 -6.70752 0.018 0.041 -0.060
H 2.37036 -2.71760 -5.66682 -0.085 0.078 -0.035
H -3.45734 -2.73790 2.14708 -0.131 -0.157 0.106
H -3.72274 -0.10030 2.58578 -0.114 0.055 0.075
C -3.12454 -0.40890 -2.87012 -0.330 0.307 0.326
O -1.79904 -0.69590 -2.78052 0.717 -0.662 -0.808
H -3.63084 -0.54120 -1.89702 -0.232 0.027 -0.092
H -3.61554 -1.06550 -3.60802 -0.047 0.100 0.065
H -3.27594 0.63890 -3.18252 -0.245 0.017 -0.019
C -0.51854 3.86260 3.84178 -0.335 -0.298 -0.327
Te 0.21726 2.34980 2.44908 0.254 0.586 0.833
C 1.95046 2.37790 3.78858 -0.112 -0.325 -0.395
C 1.77316 3.48860 4.76908 -0.090 0.135 0.051
C 2.78126 3.81460 5.67008 0.012 0.068 0.066
C 2.61026 4.84140 6.58088 0.135 -0.020 0.019
C 1.42626 5.56090 6.59088 -0.137 0.089 0.054
C 0.42106 5.23810 5.69948 -0.005 0.084 0.059
C 0.58226 4.20190 4.78978 0.193 -0.020 0.011
H -1.38194 3.48450 4.38868 -0.036 -0.102 -0.094
H -0.83914 4.75510 3.30588 0.014 -0.076 -0.145
H 2.86646 2.51390 3.21528 -0.002 0.038 -0.112
H 2.03726 1.42640 4.31388 -0.112 -0.040 -0.062
H 3.70906 3.25950 5.65278 0.087 -0.068 0.000
H 3.40076 5.08580 7.27658 0.052 0.011 0.033
H 1.27966 6.37200 7.28988 0.035 0.048 0.065
H -0.50584 5.79470 5.69298 -0.078 0.079 0.056
N 4.57746 -3.11960 7.54138 -0.349 0.221 -0.529
C 4.08056 -2.69440 6.58838 0.856 -0.858 1.821
C 3.54006 -2.15520 5.42108 -0.804 0.931 -1.927
C 2.32686 -2.61190 4.86558 0.815 0.020 0.735
C 1.84746 -2.07530 3.69998 0.045 0.694 -0.812
C 2.55576 -1.06230 3.02098 0.526 -0.734 1.432
C 3.76286 -0.60200 3.58548 -0.651 0.052 -0.777
C 4.23946 -1.12830 4.75398 -0.223 -0.781 0.773
N 2.08836 -0.53840 1.82468 -0.503 0.154 -0.756
C 2.65906 0.47990 1.09628 0.305 0.441 -0.620
C 1.90616 0.64350 -0.02512 0.645 0.252 0.356
N 0.87446 -0.23860 -0.01472 0.791 -0.713 1.940
C 0.99956 -0.93300 1.11048 -0.367 0.188 -0.940
H 1.77776 -3.39720 5.36818 -0.012 0.025 -0.020
H 0.91196 -2.43370 3.29998 -0.075 -0.035 -0.013
H 4.33546 0.17370 3.10318 -0.016 0.042 -0.080
H 5.16706 -0.77110 5.17968 0.015 0.032 -0.040
H 3.54466 0.99080 1.40108 0.178 0.109 0.087
H 2.04036 1.33930 -0.82962 0.023 0.134 -0.151
H 0.33566 -1.72350 1.39698 -0.169 -0.133 0.066
```
Positions in Å, forces in eV/Å.